No. 1
{
  "formula": "C2H8N2O2S",
  "method": "ωB97M-V/def2-TZVPD",
  "species": ["C", "C", "N", "N", "O", "O", "S", "H", "H", "H", "H", "H", "H", "H", "H"],
  "coordinates": [[1.897, 1.179, -1.049], [-0.337, -1.039, 1.859], [0.711, 0.466, -0.651], [-0.687, -2.014, 1.166], [-1.395, 1.266, 0.062], [-1.263, -0.791, -1.464], [-0.566, 0.702, -1.315], [1.835, 2.288, -1.347], [2.314, 1.213, -0.090], [2.372, 0.595, -1.838], [-0.808, -0.705, 2.877], [0.561, -0.385, 1.573], [-0.957, -1.633, -1.079], [-2.295, 1.558, -0.140], [-1.381, -2.700, 1.437]],
  "multiplicity": 3,
  "gap_ev": [6.035, 7.050],
  "e_homo_ev": [-5.2, -9.2],
  "e_lumo_ev": [0.79, -2.18],
  "total_energy_ev": -20106.22057
}


No. 2
{
  "formula": "C2H8N2O2S2",
  "method": "ωB97M-V/def2-TZVPD",
  "species": ["C", "C", "N", "N", "O", "O", "S", "S", "H", "H", "H", "H", "H", "H", "H", "H"],
  "coordinates": [[1.156, 1.111, 0.189], [-0.009, 0.203, 0.397], [1.558, -1.953, 0.457], [-1.879, 1.348, -1.089], [-0.134, -1.591, -1.594], [-2.497, -0.405, 0.630], [-0.094, -1.599, -0.128], [-1.780, 0.854, 0.507], [1.740, 0.372, -0.424], [0.827, 1.967, -0.425], [1.599, 1.543, 1.134], [-0.163, -0.368, 2.206], [1.898, -2.845, 0.845], [2.255, -1.183, 0.333], [-1.800, 0.628, -1.851], [-2.675, 1.921, -1.189]],
  "multiplicity": 3,
  "gap_ev": [8.110, 6.688],
  "e_homo_ev": [-7.5, -9.2],
  "e_lumo_ev": [0.61, -2.54],
  "total_energy_ev": -30941.60925
}


No. 3
{
  "formula": "C2H8N2O3P",
  "method": "ωB97M-V/def2-TZVPD",
  "species": ["C", "C", "N", "N", "O", "O", "O", "P", "H", "H", "H", "H", "H", "H", "H", "H"],
  "coordinates": [[1.564, -0.381, 0.022], [0.223, -0.648, -0.624], [-3.339, 1.428, -0.302], [2.694, -1.230, -0.419], [-0.067, -2.046, -0.401], [-0.938, -1.123, 1.755], [-2.536, -1.247, -0.320], [-1.184, -1.118, 0.304], [1.864, 0.634, -0.075], [1.420, -0.502, 1.083], [0.186, -0.333, -1.733], [-3.479, 0.742, -0.964], [-2.291, 1.511, -0.387], [-3.562, 1.023, 0.569], [3.173, -1.485, 0.373], [2.415, -2.263, -0.607]],
  "multiplicity": 1,
  "gap_ev": 9.317,
  "e_homo_ev": -5.3,
  "e_lumo_ev": 4.05,
  "total_energy_ev": -20617.59126,
  "total_charge": -1
}


| no. | molar mass (g mol⁻¹) |
| --- | --- |
| 1 | 124.16 |
| 2 | 156.23 |
| 3 | 139.07 |